# 1
Below is 14 unconnected molecules or ions with the total composition C34H96O22 at a distorted geometry, with properties calculated with wB97M-V/def2-TZVPD.

```
152
C34H96O22 (wB97M-V/def2-TZVPD)
C 3.280 -3.443 -4.229
C 3.173 -2.104 -3.485
O 3.128 -2.254 -2.065
O 2.285 -4.351 -3.799
H 4.261 -3.885 -4.093
H 3.220 -3.241 -5.300
H 2.305 -1.568 -3.932
H 4.038 -1.491 -3.650
H 2.263 -2.584 -1.817
H 2.633 -4.799 -3.015
C 3.690 -2.617 1.726
C 4.935 -1.789 2.049
O 5.015 -0.653 1.222
O 3.728 -3.350 0.517
H 2.769 -2.024 1.720
H 3.564 -3.384 2.509
H 5.865 -2.376 1.950
H 4.878 -1.413 3.105
H 4.446 0.084 1.457
H 3.757 -2.657 -0.163
C 0.776 -5.312 -0.617
C -0.129 -4.529 -1.512
O 0.093 -3.104 -1.375
O 2.144 -5.190 -0.987
H 0.439 -6.348 -0.643
H 0.657 -4.985 0.421
H -1.168 -4.673 -1.154
H -0.021 -4.847 -2.555
H -0.298 -2.791 -2.194
H 2.630 -4.527 -0.426
C 4.247 0.927 -1.308
C 4.074 2.166 -0.507
O 3.778 1.853 0.832
O 5.563 0.357 -1.248
H 4.133 1.139 -2.355
H 3.482 0.174 -1.047
H 3.254 2.760 -0.887
H 4.955 2.741 -0.645
H 3.557 2.624 1.350
H 5.420 -0.345 -0.585
C -2.674 1.030 4.359
C -3.192 -0.352 4.332
O -2.083 -1.335 4.636
O -1.955 1.312 3.194
H -2.172 1.242 5.308
H -3.502 1.727 4.322
H -3.491 -0.454 3.261
H -3.947 -0.426 5.112
H -2.465 -2.202 4.511
H -1.248 0.673 3.058
C 1.642 4.441 1.358
C 2.457 5.136 2.471
O 3.590 4.255 2.691
O 0.397 5.091 1.145
H 1.555 3.441 1.763
H 2.227 4.552 0.418
H 1.858 5.096 3.383
H 2.795 6.103 2.107
H 4.325 4.874 2.689
H -0.278 4.678 1.760
C -4.296 0.191 -2.693
C -3.249 -0.656 -3.448
O -2.153 -1.022 -2.668
O -3.766 1.458 -2.357
H -4.667 -0.384 -1.811
H -5.119 0.386 -3.397
H -2.903 -0.123 -4.335
H -3.663 -1.581 -3.789
H -1.759 -0.229 -2.243
H -3.011 1.349 -1.766
C 0.840 -3.751 2.491
C -0.628 -3.757 2.777
O -1.344 -4.432 1.794
O 1.424 -4.992 2.533
H 1.274 -3.081 3.281
H 0.913 -3.220 1.526
H -0.881 -2.696 2.699
H -0.814 -4.071 3.792
H -0.936 -5.319 1.735
H 2.288 -5.062 2.145
C -2.454 6.025 2.466
C -2.660 4.503 2.609
C -3.382 3.857 1.444
O -1.346 3.978 2.808
H -3.378 6.554 2.191
H -1.675 6.305 1.699
H -2.117 6.434 3.440
H -3.365 4.402 3.451
H -3.422 2.788 1.588
H -3.007 4.008 0.423
H -4.434 4.168 1.418
H -1.340 3.055 3.130
C -3.989 -3.201 -0.334
C -4.048 -2.441 0.997
C -5.248 -1.640 1.181
O -4.002 -3.378 2.141
H -4.859 -3.829 -0.537
H -3.073 -3.791 -0.150
H -3.848 -2.498 -1.185
H -3.127 -1.862 1.032
H -5.277 -1.263 2.218
H -6.058 -2.349 0.958
H -5.243 -0.859 0.459
H -3.202 -3.897 2.106
C -1.105 3.978 -3.704
C -0.765 4.827 -2.522
C -1.965 5.561 -2.007
O -0.288 3.965 -1.434
H -0.286 3.488 -4.213
H -1.526 4.536 -4.534
H -1.752 3.146 -3.435
H 0.044 5.525 -2.750
H -1.722 6.030 -1.048
H -2.819 4.870 -1.915
H -2.211 6.354 -2.683
H -0.217 4.443 -0.583
C -0.805 -0.546 0.456
C -0.262 0.652 -0.264
C 0.774 0.236 -1.325
O -1.312 1.453 -0.863
H -1.697 -0.175 1.002
H -0.079 -0.951 1.140
H -1.190 -1.269 -0.298
H 0.308 1.250 0.473
H 1.514 -0.461 -0.887
H 1.243 1.180 -1.603
H 0.320 -0.250 -2.213
H -0.952 2.240 -1.311
C 0.600 -2.386 -6.693
C -0.367 -1.264 -6.290
C 0.079 -0.411 -5.082
O -0.500 -0.337 -7.340
H 1.455 -1.920 -7.148
H 0.093 -3.053 -7.407
H 1.000 -2.925 -5.823
H -1.278 -1.876 -6.004
H 1.147 -0.164 -5.227
H -0.087 -0.989 -4.131
H -0.487 0.541 -4.971
H -0.616 -0.698 -8.207
C 1.976 1.088 3.469
C 1.586 -0.097 4.300
C 1.505 0.286 5.773
O 0.320 -0.525 3.756
H 1.887 0.850 2.368
H 3.005 1.402 3.583
H 1.280 1.885 3.734
H 2.309 -0.896 4.215
H 1.107 -0.642 6.222
H 0.882 1.149 5.936
H 2.518 0.563 6.106
H -0.325 -0.806 4.417
```

Summary:
Energy relative to the best compared isomer or geometry (same formula, charge and spin): 0.0 kJ/mol
HOMO-LUMO gap: 0.3706 Eh
E: -81856.807 eV

***

# 2
Below is a molecular structure, C39H60N3O2OsP3S3 at a distorted geometry, with properties calculated with wB97M-V/def2-TZVPD.

```
111
C39H60N3O2OsP3S3 (wB97M-V/def2-TZVPD)
Os 0.971 -0.111 -0.026
C 1.721 2.016 2.873
C 0.939 0.837 3.468
C 1.323 0.635 4.936
P 1.120 -0.607 2.309
C 2.369 -1.831 2.918
C 1.954 -2.600 4.173
C 3.748 -1.177 3.079
C -0.496 -1.456 2.380
C -1.223 -1.649 3.537
C -2.502 -2.217 3.511
C -3.274 -2.456 4.774
C -3.044 -2.547 2.265
C -2.324 -2.387 1.104
C -1.022 -1.865 1.143
N -0.268 -1.627 -0.017
C -0.383 -2.465 -1.140
C -0.815 -3.798 -1.053
C -0.867 -4.590 -2.177
C -0.482 -4.102 -3.431
C -0.521 -4.982 -4.640
C -0.019 -2.783 -3.505
C 0.032 -1.975 -2.389
P 0.574 -0.244 -2.377
C 1.836 -0.087 -3.711
C 2.357 1.353 -3.732
C 2.985 -1.089 -3.575
C -0.911 0.677 -3.029
C -2.201 0.061 -2.476
C -0.992 0.745 -4.553
H 1.543 2.913 3.468
H 1.392 2.221 1.857
H 2.797 1.813 2.871
H -0.123 1.075 3.406
H 2.376 0.380 5.051
H 0.721 -0.125 5.433
H 1.162 1.577 5.464
H 2.423 -2.547 2.092
H 1.921 -1.961 5.054
H 2.697 -3.379 4.359
H 0.988 -3.086 4.051
H 3.819 -0.623 4.014
H 3.978 -0.501 2.254
H 4.518 -1.951 3.098
H -0.793 -1.361 4.489
H -2.613 -2.471 5.640
H -3.811 -3.403 4.723
H -4.014 -1.666 4.926
H -4.058 -2.927 2.211
H -2.776 -2.624 0.148
H -1.056 -4.220 -0.085
H -1.185 -5.621 -2.083
H -1.397 -5.630 -4.633
H 0.359 -5.631 -4.656
H -0.521 -4.400 -5.561
H 0.313 -2.399 -4.464
H 1.302 -0.290 -4.639
H 2.934 1.561 -2.829
H 1.551 2.086 -3.794
H 3.014 1.496 -4.591
H 3.662 -0.807 -2.771
H 3.561 -1.107 -4.503
H 2.630 -2.104 -3.384
H -0.795 1.683 -2.618
H -2.428 -0.883 -2.979
H -3.030 0.747 -2.650
H -2.143 -0.124 -1.405
H -1.035 -0.255 -4.995
H -0.171 1.306 -4.998
H -1.919 1.255 -4.823
N 2.852 3.084 -0.289
C 3.505 1.944 -0.247
N 2.945 0.746 -0.228
C 3.914 -0.263 -0.231
C 3.644 -1.622 -0.290
C 4.700 -2.518 -0.289
C 6.015 -2.061 -0.219
C 6.292 -0.703 -0.178
C 5.227 0.185 -0.201
S 5.249 1.931 -0.201
H 1.830 3.125 -0.385
H 3.357 3.953 -0.312
H 2.610 -1.976 -0.361
H 4.503 -3.580 -0.357
H 6.827 -2.776 -0.197
H 7.314 -0.343 -0.147
C -3.563 2.304 2.553
C -3.129 3.729 2.268
C -4.291 4.596 1.829
O -2.056 3.820 1.268
P -1.659 2.902 0.061
S -0.176 3.772 -0.875
S -1.172 1.022 0.749
O -2.926 2.609 -0.829
C -3.696 3.641 -1.554
C -3.084 3.892 -2.930
C -5.107 3.105 -1.643
H -4.371 2.327 3.286
H -2.748 1.705 2.963
H -3.932 1.820 1.644
H -2.669 4.160 3.154
H -4.840 4.125 1.012
H -3.935 5.575 1.510
H -4.973 4.737 2.669
H -3.674 4.555 -0.963
H -2.027 3.631 -2.932
H -3.171 4.944 -3.200
H -3.592 3.295 -3.691
H -5.134 2.227 -2.291
H -5.767 3.869 -2.057
H -5.478 2.817 -0.658
```

Summary:
Energy relative to the best compared isomer or geometry (same formula, charge and spin): 0.0 kJ/mol
HOMO-LUMO gap (alpha / beta): 0.2043 / 0.2048 Eh
E: -112813.995 eV
Total charge: +2

***

# 3
Below is 4 unconnected molecules or ions with the total composition C4H16O4 at a distorted geometry, with properties calculated with wB97M-V/def2-TZVPD.

```
24
C4H16O4 (wB97M-V/def2-TZVPD)
C -1.422 -0.962 -0.776
O -2.300 -0.261 -1.635
C -0.086 -1.411 -1.341
C 0.681 -2.197 -0.288
C 2.185 -2.229 -0.533
H -1.197 -0.346 0.095
H -2.014 -1.859 -0.547
H -1.940 0.564 -1.958
H 0.558 -0.592 -1.648
H -0.322 -2.051 -2.202
H 0.331 -3.193 -0.042
H 0.599 -1.568 0.619
H 2.486 -2.608 -1.531
H 2.786 -2.791 0.181
H 2.564 -1.205 -0.576
H -2.522 1.687 2.640
H -2.268 0.562 1.620
O -2.508 1.490 1.706
H 2.538 2.486 0.819
H 1.905 3.623 0.056
O 1.984 3.269 0.963
H -1.411 2.857 1.490
H 0.123 3.184 1.309
O -0.750 3.551 1.580
```

Summary:
Energy relative to the best compared isomer or geometry (same formula, charge and spin): 76.5 kJ/mol
SMILES: CCCCO.O.O.O
HOMO-LUMO gap: 0.3868 Eh
E: -12597.044 eV

***

# 4
Below is a gas-phase ion, C5H13N2O (charge +1) at a distorted geometry, with properties calculated with wB97M-V/def2-TZVPD.

```
21
C5H13N2O (wB97M-V/def2-TZVPD)
O 0.369 2.001 -0.160
C 0.453 0.835 -0.537
N 0.750 0.472 -1.778
C 1.012 -0.866 -2.279
C 0.208 -0.220 0.528
N 0.427 0.513 1.806
C -1.802 -1.484 1.638
C -1.269 -0.696 0.446
H 0.982 1.244 -2.386
H 0.664 -0.982 -3.308
H 2.084 -1.023 -2.316
H 0.475 -1.652 -1.755
H 0.803 -1.131 0.545
H 1.249 0.190 2.313
H -0.327 0.352 2.445
H 0.514 1.505 1.492
H -1.099 -1.605 2.465
H -2.706 -1.023 2.020
H -2.097 -2.497 1.372
H -1.906 0.163 0.238
H -1.326 -1.215 -0.483
```

Summary:
Energy relative to the best compared isomer or geometry (same formula, charge and spin): 67.1 kJ/mol
SMILES: CC[C@H]([NH3+])C(=O)NC
HOMO-LUMO gap: 0.4052 Eh
E: -10417.500 eV
Total charge: +1

***

# 5
Below is a molecular structure, C36H29N13O4S3W at a distorted geometry, with properties calculated with wB97M-V/def2-TZVPD.

```
86
C36H29N13O4S3W (wB97M-V/def2-TZVPD)
W -0.338 0.191 -0.343
C 0.407 -3.177 -3.223
C 0.235 -2.330 -2.004
N -0.346 -1.125 -2.042
N -0.706 -0.604 -3.234
C -1.113 0.631 -3.076
O -1.147 1.114 -1.841
C -1.402 1.510 -4.191
C -1.375 1.051 -5.511
C -1.587 1.933 -6.550
C -1.830 3.276 -6.294
C -1.862 3.739 -4.986
C -1.651 2.864 -3.940
C 0.659 -2.699 -0.713
C 1.147 -3.987 -0.391
C 1.536 -4.280 0.884
C 1.463 -3.264 1.860
C 0.963 -2.037 1.510
N 0.540 -1.707 0.267
H 0.318 -2.548 -4.105
H -0.388 -3.927 -3.266
H 1.371 -3.682 -3.220
H -1.173 0.007 -5.691
H -1.564 1.576 -7.570
H -1.996 3.955 -7.117
H -2.044 4.785 -4.783
H -1.658 3.209 -2.915
H 1.157 -4.733 -1.169
H 1.884 -5.265 1.149
H 1.772 -3.450 2.875
H 0.888 -1.253 2.257
N 3.575 -2.552 5.687
C 3.253 -1.464 4.933
C 3.888 -1.243 3.703
C 3.491 -0.211 2.883
C 2.455 0.615 3.286
C 1.843 0.452 4.516
C 2.245 -0.581 5.339
S 1.887 1.811 2.112
O 2.935 2.717 1.720
O 0.678 2.440 2.586
N 1.399 0.952 0.771
C 2.276 0.664 -0.223
N 3.566 0.534 -0.102
C 4.259 0.143 -1.194
C 3.619 -0.114 -2.397
C 2.255 0.068 -2.470
N 1.531 0.474 -1.376
H 4.385 -3.095 5.449
H 3.206 -2.642 6.615
H 4.677 -1.905 3.385
H 3.952 -0.024 1.925
H 1.063 1.135 4.816
H 1.766 -0.732 6.295
H 5.322 0.027 -1.051
H 4.176 -0.451 -3.253
H 1.701 -0.114 -3.382
S -1.636 0.818 4.221
C -1.198 0.546 2.744
N -0.959 0.250 1.616
N 1.038 3.834 -0.004
C -0.195 3.554 0.455
N -0.895 2.493 0.138
C -2.223 2.653 0.511
C -3.270 1.794 0.180
C -4.547 2.106 0.610
C -4.796 3.242 1.376
C -3.777 4.126 1.677
C -2.501 3.832 1.223
S -1.046 4.785 1.346
H 1.561 3.058 -0.390
H 1.612 4.437 0.571
H -3.091 0.918 -0.443
H -5.366 1.461 0.330
H -5.800 3.447 1.715
H -3.968 5.029 2.237
N -3.097 -1.691 1.717
C -2.526 -2.026 0.525
O -2.165 -1.072 -0.278
C -2.462 -3.388 0.209
C -2.234 -3.900 -1.070
N -2.131 -4.391 -2.107
C -2.711 -4.342 1.203
N -2.887 -5.105 2.046
H -3.256 -2.407 2.406
H -3.043 -0.740 2.039
```

Summary:
Energy relative to the best compared isomer or geometry (same formula, charge and spin): 219.9 kJ/mol
HOMO-LUMO gap (alpha / beta): 0.1962 / 0.1962 Eh
E: -99697.871 eV

***

# 6
Below is a molecular structure, C3H10N2P at a distorted geometry, with properties calculated with wB97M-V/def2-TZVPD.

```
16
C3H10N2P (wB97M-V/def2-TZVPD)
C -0.542 1.407 -0.209
C 1.869 -1.194 0.102
C -0.488 -0.621 -0.295
N 0.216 2.208 0.457
N 0.516 -1.041 0.442
P -2.325 -0.550 0.293
H -1.111 1.763 -1.030
H 1.915 -0.527 -0.910
H 2.665 -0.783 0.707
H 1.998 -2.258 -0.162
H -0.365 -0.613 -1.384
H 0.063 3.222 0.176
H 0.631 1.929 1.394
H 0.210 -1.426 1.284
H -2.666 -1.830 -0.007
H -2.585 0.315 -0.858
```

Summary:
Energy relative to the best compared isomer or geometry (same formula, charge and spin): 373.8 kJ/mol
HOMO-LUMO gap: 0.3253 Eh
E: -15531.714 eV
Total charge: +1

***

The lowest E belongs to which entry? C39H60N3O2OsP3S3

***

Among the records above, which one has the highest energy relative to the best compared isomer or geometry (same formula, charge and spin)? C3H10N2P

***

Which value of energy relative to the best compared isomer or geometry (same formula, charge and spin) does entry 5 give? 219.9 kJ/mol